A structure of composition C31H38N5Y. Source: the OMol25 dataset; level of theory: the ωB97M-V functional and the def2-TZVPD basis.

Atoms and positions in Å:
Y -0.08 -0.11 0.11
C 3.05 2.72 0.23
C 1.58 3.10 0.09
C 0.95 2.78 -1.27
N -0.21 1.91 -1.12
C -1.09 1.89 -2.11
C -0.84 2.46 -3.38
C -1.69 2.84 -4.40
C -3.07 2.87 -4.41
C -3.90 2.31 -3.44
C -3.56 1.49 -2.38
C -2.30 1.07 -1.88
N -2.13 0.03 -1.09
C -3.10 -1.06 -1.11
C -2.54 -2.22 -1.94
C -1.27 -2.87 -1.35
N -0.10 -2.02 -1.19
C 0.78 -1.94 -2.19
C 0.48 -2.36 -3.51
C 1.28 -2.67 -4.59
C 2.66 -2.82 -4.64
C 3.53 -2.52 -3.59
C 3.27 -1.85 -2.42
C 2.08 -1.31 -1.86
N 2.08 -0.37 -0.93
C 3.37 0.24 -0.60
C 3.32 1.25 0.56
H 3.48 3.32 1.03
H 3.59 3.00 -0.69
H 1.47 4.17 0.29
H 1.00 2.59 0.88
H 1.69 2.30 -1.92
H 0.65 3.71 -1.76
H 0.22 2.62 -3.59
H -1.20 3.24 -5.28
H -3.56 3.36 -5.25
H -4.96 2.49 -3.56
H -4.40 1.10 -1.82
H -4.06 -0.77 -1.54
H -3.30 -1.41 -0.09
H -2.35 -1.85 -2.95
H -3.30 -3.00 -2.01
H -1.01 -3.73 -1.97
H -1.53 -3.24 -0.36
H -0.58 -2.44 -3.71
H 0.75 -2.91 -5.50
H 3.09 -3.21 -5.55
H 4.56 -2.80 -3.75
H 4.16 -1.68 -1.82
H 3.79 0.72 -1.50
H 4.08 -0.54 -0.30
H 4.30 1.20 1.05
H 2.59 0.91 1.29
C -2.29 2.23 2.03
N -3.15 1.27 2.69
C -3.53 1.73 4.01
C -2.64 -0.10 2.66
C -1.28 -0.32 3.29
C -1.23 -0.47 4.68
C -0.02 -0.58 5.34
C 1.15 -0.57 4.60
C 1.09 -0.46 3.22
C -0.11 -0.33 2.49
H -2.80 3.19 1.99
H -2.09 1.91 1.01
H -1.32 2.38 2.55
H -4.08 2.67 3.91
H -2.68 1.91 4.68
H -4.19 1.00 4.48
H -2.59 -0.39 1.60
H -3.38 -0.73 3.15
H -2.15 -0.50 5.24
H 0.01 -0.68 6.42
H 2.11 -0.67 5.10
H 2.04 -0.50 2.69

Results
- Spin multiplicity: 1
- Lowest unoccupied orbital energy: 0.274 eV
- Net charge: 0
- HOMO energy: -7.0 eV
- E_tot: -41256.8955 eV

***

An isolated molecule of C7H20N2Si. Source: the OMol25 dataset; level of theory: the ωB97M-V functional and the def2-TZVPD basis.

Atoms and positions in Å:
C -2.84 1.56 1.68
C -1.26 1.39 1.83
N -0.73 1.30 0.46
Si -0.05 -0.06 -0.33
C 1.15 0.43 -1.68
C 0.56 1.25 -2.83
C 1.70 -0.82 -2.23
N 0.53 -1.18 0.77
C 0.16 -2.64 0.71
C 1.20 -0.95 2.04
H -3.38 0.62 1.94
H -3.24 2.34 2.31
H -2.90 1.87 0.66
H -0.93 2.35 2.14
H -0.96 0.53 2.47
H -1.27 1.88 -0.12
H -1.42 -0.58 -0.92
H 2.13 1.01 -1.42
H -0.50 1.20 -2.86
H 1.03 2.32 -2.71
H 0.99 0.95 -3.84
H 0.96 -1.54 -2.18
H 2.46 -1.31 -1.56
H 2.13 -0.64 -3.21
H -0.42 -2.72 -0.27
H 1.13 -3.34 0.67
H -0.53 -2.80 1.48
H 1.32 0.14 2.06
H 0.70 -1.25 2.94
H 2.28 -1.29 1.99

Results
- Spin multiplicity: 1
- Lowest unoccupied orbital energy: 0.913 eV
- SMILES: CCN[Si@@H](C(C)C)N(C)C
- Net charge: 0
- HOMO energy: -8.3 eV
- E_tot: -18440.0851 eV
- ΔE to the lowest compared entry with this formula, charge and spin: 24.6 kcal/mol

***

Number 1: Kohn-Sham gap 7.32 eV. Number 2: Kohn-Sham gap 9.21 eV.